[1]
DFT (ωB97M-V/def2-TZVPD) results for a 8-piece molecular cluster, C24H65B3F12N4O9 overall.

* multiplicity: 1
* net charge: 0
* lowest unoccupied orbital energy: -0.61 eV
* HOMO-LUMO gap: 0.33471 hartree
* max |F|: 3.5 eV/A
* HOMO level: -9.722 eV

```
117
C24H65B3F12N4O9, DFT ωB97M-V/def2-TZVPD
O -0.207 -0.089 -0.182
H -0.475 -0.861 0.352
C -0.822 -3.790 -3.972
O -0.309 -2.600 -3.342
C -0.987 -1.422 -3.683
C -2.378 -1.202 -3.034
N -2.150 -1.463 -1.502
H -1.758 -2.389 -1.591
H -1.424 -0.916 -1.062
C -3.362 -1.587 -0.583
C -4.239 -2.767 -1.065
O -3.404 -3.871 -1.281
C -3.827 -5.218 -1.051
H -0.027 -4.508 -3.769
H -1.014 -3.642 -5.034
H -1.784 -4.065 -3.538
H -1.053 -1.395 -4.771
H -0.377 -0.610 -3.287
H -3.168 -1.870 -3.378
H -2.803 -0.205 -3.145
H -3.860 -0.622 -0.686
H -2.999 -1.598 0.444
H -4.717 -2.530 -2.016
H -4.958 -3.089 -0.312
H -4.730 -5.390 -1.637
H -4.132 -5.401 -0.020
H -3.038 -5.879 -1.408
C 3.625 -2.763 -4.633
O 2.891 -1.835 -3.878
C 3.709 -1.167 -2.887
C 2.828 -0.519 -1.863
N 1.810 -1.503 -1.315
H 1.068 -1.097 -0.762
H 1.211 -1.776 -2.080
C 2.418 -2.758 -0.612
C 1.206 -3.787 -0.424
O 0.081 -3.100 0.257
C -0.950 -3.958 0.738
H 4.138 -2.220 -5.427
H 2.996 -3.488 -5.149
H 4.348 -3.387 -4.108
H 4.355 -0.389 -3.295
H 4.402 -1.831 -2.372
H 2.290 0.328 -2.289
H 3.434 -0.267 -0.993
H 2.813 -2.271 0.279
H 3.145 -3.236 -1.269
H 1.546 -4.468 0.357
H 0.903 -4.299 -1.338
H -1.767 -3.395 1.187
H -0.667 -4.637 1.543
H -1.320 -4.529 -0.114
C -0.991 1.967 4.766
O -1.418 1.793 3.396
C -1.537 0.458 2.815
C -0.167 -0.358 2.997
N 0.981 0.387 2.278
H 0.744 0.411 1.297
H 0.994 1.373 2.500
C 2.398 -0.298 2.364
C 2.940 0.068 3.752
O 3.214 1.489 3.818
C 4.317 1.865 4.654
H 0.051 1.654 4.837
H -1.626 1.386 5.435
H -1.124 3.015 5.032
H -1.838 0.520 1.769
H -2.338 -0.138 3.252
H -0.276 -1.331 2.519
H 0.214 -0.424 4.016
H 3.105 -0.009 1.586
H 2.303 -1.380 2.272
H 3.897 -0.452 3.795
H 2.432 -0.366 4.614
H 3.992 1.765 5.690
H 4.664 2.876 4.443
H 5.148 1.195 4.432
C -1.220 6.211 -3.062
O -1.040 5.049 -2.269
C -0.541 3.905 -2.964
C -0.899 2.582 -2.218
N -0.474 2.591 -0.727
H -0.236 1.679 -0.362
H 0.425 3.045 -0.649
C -1.422 3.265 0.249
C -0.663 4.370 1.062
O 0.466 3.828 1.724
C 1.359 4.592 2.484
H -1.419 7.148 -2.542
H -1.924 6.172 -3.893
H -0.264 6.352 -3.565
H 0.546 3.968 -3.007
H -0.895 3.979 -3.993
H -0.401 1.782 -2.766
H -1.964 2.350 -2.212
H -1.897 2.534 0.904
H -2.254 3.797 -0.212
H -1.392 4.900 1.675
H -0.336 5.043 0.269
H 2.327 4.114 2.336
H 1.246 4.510 3.565
H 1.302 5.653 2.238
B -4.775 1.814 0.694
F -5.531 3.010 0.667
F -3.825 1.873 1.688
F -5.663 0.738 0.949
F -4.107 1.712 -0.516
B 0.103 -2.557 5.693
F -0.390 -1.286 6.165
F -0.092 -3.439 6.774
F -0.632 -2.976 4.580
F 1.442 -2.535 5.398
B 3.651 2.817 -1.506
F 2.352 3.113 -1.809
F 4.217 1.880 -2.334
F 4.473 3.941 -1.621
F 3.757 2.344 -0.218
```

These are the Löwdin partial charges, in e, on atoms 1 to 8: -0.3455, -0.0284, -0.0389, -0.2310, -0.1909, -0.0221, 0.0761, 0.1073

---

[2]
DFT (ωB97M-V/def2-TZVPD) results for C24H65BF4O9V as an isolated structure.

* multiplicity: 5
* net charge: -1
* lowest unoccupied orbital energy (alpha / beta): 2.36 / 2.35 eV
* HOMO-LUMO gap (alpha / beta): 0.14899 / 0.30811 hartree
* relative energy (zero: lowest compared OMol25 entry of this formula, charge and spin): 0.0 kJ/mol
* max |F|: 2.7 eV/A
* HOMO level (alpha / beta): -1.698 / -6.037 eV

```
104
C24H65BF4O9V, DFT ωB97M-V/def2-TZVPD
V 2.222 -2.775 -1.664
O 2.101 -4.116 -0.049
H 1.816 -5.049 0.010
B 0.663 -0.152 -0.153
F -0.497 0.002 -0.826
F 1.593 0.674 -0.633
F 0.466 0.043 1.186
F 1.116 -1.445 -0.251
C 0.543 3.802 0.252
C 0.168 3.512 1.716
C -0.522 4.680 2.389
O -0.684 2.372 1.782
H 0.954 2.945 -0.282
H 1.228 4.649 0.221
H -0.336 4.062 -0.338
H 1.007 3.327 2.387
H -1.382 4.905 1.758
H 0.150 5.537 2.349
H -0.768 4.423 3.419
H -0.142 1.591 1.651
C 0.020 2.205 -5.272
C -0.590 1.987 -3.850
C -2.111 2.105 -3.671
O -0.043 0.784 -3.344
H -0.357 1.429 -5.940
H 1.103 2.091 -5.237
H -0.216 3.203 -5.643
H -0.141 2.647 -3.107
H -2.502 2.047 -2.656
H -2.732 1.474 -4.307
H -2.272 3.118 -4.040
H -0.406 0.690 -2.461
C -2.500 -4.360 1.746
C -1.092 -3.859 1.330
C -0.431 -3.018 2.438
O -0.271 -4.964 0.973
H -2.553 -4.794 2.744
H -2.774 -5.196 1.103
H -3.289 -3.612 1.670
H -1.322 -3.217 0.479
H -0.342 -3.698 3.286
H -1.086 -2.172 2.644
H 0.568 -2.688 2.150
H 0.594 -4.587 0.797
C -0.446 -0.543 4.796
C 0.180 0.529 5.694
C -0.195 1.929 5.135
O -0.283 0.514 7.017
H -1.513 -0.321 4.793
H -0.232 -1.516 5.239
H -0.037 -0.524 3.786
H 1.264 0.415 5.675
H -0.006 2.670 5.912
H -1.191 2.110 4.731
H 0.533 2.210 4.374
H -1.223 0.708 7.049
C 2.354 -0.968 -5.413
C 3.016 -0.765 -4.010
C 3.409 0.636 -3.659
O 2.016 -1.148 -3.104
H 1.562 -0.223 -5.486
H 1.772 -1.886 -5.488
H 3.009 -0.817 -6.272
H 3.860 -1.454 -3.968
H 3.742 0.606 -2.622
H 2.586 1.349 -3.694
H 4.266 0.964 -4.248
H 1.336 -0.479 -3.207
C -0.989 -4.176 -4.341
C -0.773 -3.038 -3.319
C -2.093 -2.756 -2.537
O 0.203 -3.446 -2.399
H -1.345 -5.092 -3.869
H -0.076 -4.421 -4.884
H -1.735 -3.755 -5.015
H -0.413 -2.122 -3.788
H -1.981 -1.865 -1.919
H -2.412 -3.510 -1.817
H -2.892 -2.507 -3.235
H -0.142 -4.255 -2.015
C -3.017 -0.140 1.561
C -3.885 1.075 1.290
C -5.380 0.817 1.642
O -3.398 2.170 1.941
H -3.216 -0.460 2.584
H -1.946 0.039 1.463
H -3.299 -0.919 0.853
H -3.852 1.166 0.205
H -5.594 1.107 2.671
H -5.693 -0.199 1.403
H -5.946 1.624 1.177
H -2.452 2.148 1.779
C 4.304 2.178 2.934
C 3.525 1.545 1.720
C 4.446 1.174 0.522
O 2.860 0.372 2.203
H 4.485 3.250 2.848
H 5.296 1.728 2.938
H 3.858 2.090 3.925
H 2.737 2.235 1.418
H 4.952 2.065 0.149
H 3.800 0.786 -0.265
H 5.175 0.403 0.774
H 2.155 0.091 1.615
```

These are the Löwdin partial charges, in e, on atoms 1 to 8: 0.6993, -0.4914, -0.0477, -1.4998, 0.1944, 0.2127, 0.1488, 0.1245